A 2-piece molecular cluster, C5H13NO overall at a distorted geometry. Source: the OMol25 dataset; level of theory: ωB97M-V with the def2-TZVPD basis set.

```
! wB97M-V def2-TZVPD RIJCOSX def2/J DEFGRID3
* xyz -1 2
C -2.005 -0.862 0.077
C -0.828 -0.179 0.761
C 0.544 -0.773 0.431
C 1.033 -0.280 -0.856
C 1.271 0.988 -1.157
N 1.347 -1.204 -1.926
H -2.437 -1.714 0.616
H -1.819 -1.215 -0.937
H -2.852 -0.188 -0.106
H -0.874 0.909 0.556
H -1.013 -0.139 1.858
H 1.217 -0.479 1.282
H 0.490 -1.825 0.700
H 0.980 1.892 -0.677
H 1.542 1.454 -2.067
H 1.167 -2.178 -1.951
H 1.906 -0.843 -2.675
H -0.432 1.768 2.426
H 0.858 2.385 1.805
O -0.096 2.482 1.839
*
```

HOMO (alpha / beta) = 0.03822 / -0.16661 Ha
LUMO (alpha / beta) = 3.95 / 3.77 eV
Expectation value of S² = 0.750
E = -8930.7721 eV
Gap between HOMO and LUMO (alpha / beta) = 0.107 / 0.305 hartree

These are the Löwdin partial charges, in e, on atoms 1 to 2:
1 C -0.1481
2 C -0.3680